{"formula": "C33H50Cl2P2W", "method": "ωB97M-V/def2-TZVPD", "spin_multiplicity": 3, "homo_lumo_gap_ev": [7.18, 6.70], "e_tot_ev": -80481.93269, "elements": ["P", "C", "C", "C", "C", "C", "C", "C", "C", "C", "C", "C", "C", "C", "C", "C", "C", "C", "C", "H", "H", "H", "H", "H", "H", "H", "H", "H", "H", "H", "H", "H", "H", "H", "H", "H", "H", "H", "H", "H", "H", "H", "H", "H", "H", "H", "H", "H", "H", "H", "H", "H", "W", "Cl", "Cl", "C", "H", "C", "C", "C", "C", "C", "C", "H", "H", "H", "H", "H", "C", "P", "C", "C", "C", "C", "C", "C", "C", "H", "H", "H", "H", "H", "H", "H", "H", "H", "H", "H"], "xyz": [[-0.8131, 1.2128, -0.2074], [-2.3308, 1.1605, 0.9891], [-3.4271, 2.2287, 0.8866], [-4.4385, 2.0961, 2.0479], [-5.0130, 0.6836, 2.2034], [-3.9344, -0.4077, 2.1269], [-3.0091, -0.2105, 0.9108], [-1.6346, 0.8637, -1.9153], [-3.0132, 1.4805, -2.1460], [-3.4537, 1.3353, -3.6153], [-3.4295, -0.1264, -4.0894], [-2.1174, -0.8335, -3.7420], [-1.6799, -0.6278, -2.2623], [-0.6816, 3.0838, -0.4026], [-0.3639, 3.7510, 0.9471], [-0.3763, 5.2825, 0.8105], [0.5084, 5.7897, -0.3360], [0.1669, 5.0978, -1.6619], [0.1969, 3.5606, -1.5743], [-1.8596, 1.2602, 1.9836], [-3.9799, 2.1011, -0.0525], [-3.0327, 3.2564, 0.8819], [-5.2497, 2.8227, 1.9034], [-3.9385, 2.3973, 2.9788], [-5.5498, 0.6123, 3.1559], [-5.7546, 0.5065, 1.4116], [-3.3276, -0.3960, 3.0454], [-4.4032, -1.3992, 2.0855], [-2.2769, -1.0317, 0.8756], [-3.6294, -0.2660, 0.0012], [-0.9447, 1.3419, -2.6253], [-2.7889, 1.9420, -4.2450], [-3.0472, 2.5519, -1.8880], [-3.7538, 0.9597, -1.5206], [-4.4579, 1.7641, -3.7369], [-3.5940, -0.1504, -5.1732], [-4.2731, -0.6659, -3.6337], [-2.2026, -1.9046, -3.9656], [-1.3247, -0.4510, -4.4028], [-0.6917, -1.0977, -2.1143], [-2.3949, -1.1550, -1.6104], [-1.6901, 3.4215, -0.6834], [-1.1077, 3.4771, 1.7190], [0.6147, 3.3979, 1.3083], [-1.4139, 5.6211, 0.6414], [-0.0465, 5.7430, 1.7505], [1.5663, 5.6174, -0.0921], [0.3842, 6.8709, -0.4421], [0.8630, 5.4433, -2.4361], [-0.8421, 5.4127, -1.9812], [-0.1854, 3.1727, -2.5369], [1.2212, 3.1787, -1.4566], [1.7294, -0.5097, 0.4341], [1.9342, 0.5016, -1.5974], [0.7351, -0.4340, 2.4561], [2.0412, -2.4611, -0.0151], [3.0573, -2.7937, -0.2570], [1.1169, -3.5508, -0.2233], [1.6147, -4.7927, -0.7713], [0.7560, -5.7815, -1.1857], [-0.6409, -5.6471, -1.0084], [-1.1355, -4.5042, -0.3637], [-0.2841, -3.4750, 0.0300], [2.6896, -4.9130, -0.8602], [1.1388, -6.6896, -1.6410], [-2.2011, -4.4423, -0.1562], [-0.6815, -2.6070, 0.5667], [-1.3209, -6.4480, -1.3488], [4.4439, 0.4937, 2.0365], [3.9976, -0.8910, 0.9999], [5.2569, -0.7497, -0.3271], [4.5978, -2.3696, 1.9608], [3.8179, -3.0591, 2.9000], [4.3745, -4.1461, 3.6001], [5.6629, -4.6118, 3.2987], [6.4152, -3.9538, 2.3202], [5.9151, -2.8092, 1.7104], [4.2282, 1.4484, 1.5237], [5.5203, 0.4209, 2.2104], [3.9172, 0.4905, 3.0012], [6.2500, -0.5741, 0.1218], [5.3327, -1.6274, -0.9863], [5.0195, 0.1193, -0.9478], [2.7884, -2.7498, 3.0855], [3.8199, -4.6309, 4.3985], [6.0875, -5.4612, 3.8344], [7.4106, -4.3037, 2.0553], [6.5503, -2.2631, 1.0298]], "forces_ev_per_a": [[-1.949, 0.473, -0.472], [0.744, -0.059, -0.318], [-0.452, 0.213, 0.014], [0.321, 0.169, 0.083], [0.061, -0.054, -0.153], [0.078, 0.024, 0.054], [-0.210, -0.270, 0.474], [0.542, -0.125, 0.466], [-0.365, 0.139, -0.316], [0.178, -0.060, 0.068], [-0.163, 0.175, 0.141], [0.283, 0.091, 0.203], [-0.037, -0.369, -0.521], [-0.316, -0.220, -0.055], [0.128, 0.198, -0.084], [0.112, 0.101, 0.023], [-0.105, -0.288, 0.005], [0.040, 0.051, 0.036], [0.190, 0.176, 0.144], [-0.081, -0.152, -0.200], [0.167, 0.124, 0.388], [-0.088, -0.332, 0.036], [0.112, -0.161, -0.005], [0.001, -0.127, -0.051], [0.012, -0.016, -0.131], [0.114, 0.021, 0.051], [-0.052, 0.049, -0.188], [0.028, 0.162, -0.014], [-0.135, 0.235, -0.048], [0.288, -0.067, 0.236], [0.017, -0.177, 0.128], [0.015, -0.105, 0.045], [0.050, -0.406, -0.026], [0.210, 0.180, -0.263], [0.156, -0.130, 0.016], [0.002, -0.093, 0.136], [0.140, 0.082, -0.001], [0.026, 0.158, 0.113], [-0.063, -0.005, 0.180], [-0.328, 0.161, 0.012], [0.213, 0.146, -0.112], [0.040, -0.205, 0.178], [0.385, -0.078, -0.386], [-0.104, 0.139, -0.042], [0.241, -0.136, 0.011], [-0.118, -0.086, -0.094], [-0.135, -0.050, -0.019], [0.039, -0.038, 0.004], [-0.136, -0.100, 0.040], [0.222, -0.082, 0.100], [0.204, 0.020, 0.504], [-0.162, 0.228, -0.055], [-0.476, -2.799, -1.412], [0.693, 0.772, -1.440], [-0.621, 0.066, 1.788], [-0.215, 1.735, 0.404], [-0.063, -0.058, 0.018], [-0.809, -1.307, -0.366], [-0.456, 1.439, 0.486], [-1.056, -0.270, 0.085], [0.348, 0.064, 0.025], [0.192, -0.453, -0.142], [0.768, -0.095, -0.097], [-0.061, 0.032, -0.138], [0.037, 0.084, 0.060], [0.131, 0.104, -0.043], [0.126, -0.215, -0.299], [0.439, 0.568, 0.268], [0.634, 0.865, 0.580], [0.485, -0.473, 0.281], [0.372, 0.122, -0.195], [0.358, 0.009, -0.264], [0.356, -0.148, 0.024], [0.307, 0.247, -0.292], [-0.289, 0.454, -0.207], [-0.101, 0.036, 0.379], [-0.596, -0.191, 0.233], [0.074, -0.414, 0.149], [0.016, 0.270, 0.233], [0.079, -0.131, -0.349], [-0.415, -0.006, -0.188], [-0.262, 0.217, 0.323], [-0.139, -0.111, 0.108], [0.238, -0.054, -0.032], [-0.091, 0.062, -0.230], [-0.194, 0.182, -0.171], [-0.156, 0.055, 0.132], [-0.011, -0.185, -0.045]]}


{"formula": "C33H50Cl3GeNO3RbS3SeSi", "method": "ωB97M-V/def2-TZVPD", "spin_multiplicity": 2, "homo_lumo_gap_ev": [6.12, 6.47], "e_tot_ev": -243141.23912, "e_above_lowest_ev": 0.796, "charge": -2, "elements": ["Rb", "C", "C", "S", "C", "C", "S", "C", "C", "S", "H", "H", "H", "H", "H", "H", "H", "H", "H", "H", "H", "H", "O", "C", "C", "O", "O", "C", "C", "C", "C", "C", "C", "C", "C", "C", "C", "C", "C", "H", "H", "H", "H", "H", "H", "H", "H", "H", "H", "H", "Cl", "Ge", "Cl", "Cl", "C", "C", "C", "C", "Si", "C", "C", "C", "C", "C", "C", "C", "C", "H", "H", "H", "H", "H", "H", "H", "H", "H", "H", "H", "H", "H", "H", "H", "H", "H", "H", "H", "H", "H", "H", "H", "H", "H", "H", "H", "Se", "C", "N"], "xyz": [[1.1780, -0.1953, -0.7353], [2.5709, -3.3199, 4.0103], [1.0914, -3.3874, 3.6542], [0.6927, -2.8329, 1.9683], [0.0365, -4.3418, 1.2333], [1.0517, -5.4489, 0.9771], [2.2633, -5.0127, -0.2984], [3.8456, -5.0212, 0.5691], [4.0669, -3.9837, 1.6617], [3.5908, -4.6259, 3.2988], [2.6805, -3.4320, 5.0926], [2.9947, -2.3495, 3.7562], [0.5336, -2.7482, 4.3407], [0.7216, -4.4071, 3.7766], [-0.3995, -4.0121, 0.2863], [-0.7856, -4.7182, 1.8509], [0.5119, -6.3377, 0.6384], [1.5767, -5.7083, 1.8969], [4.5382, -4.8285, -0.2540], [4.0587, -6.0260, 0.9421], [3.5109, -3.0683, 1.4612], [5.1249, -3.7218, 1.7053], [0.8518, -0.3309, -3.5079], [0.2599, 0.9109, -3.8630], [-0.5221, 1.4560, -2.6030], [-0.7050, 2.6766, -2.5663], [-0.9145, 0.5835, -1.7999], [1.3728, 1.8342, -4.3315], [2.1112, 2.5847, -3.4200], [3.2270, 3.2944, -3.8263], [3.6203, 3.2738, -5.1579], [2.8926, 2.5343, -6.0730], [1.7788, 1.8188, -5.6594], [-0.8353, 0.7246, -4.8992], [-1.3962, 1.8344, -5.5248], [-2.4307, 1.6779, -6.4294], [-2.9212, 0.4107, -6.7198], [-2.3725, -0.6940, -6.0905], [-1.3373, -0.5399, -5.1782], [1.2183, -0.7621, -4.2940], [1.7990, 2.6366, -2.3843], [3.7917, 3.8613, -3.0982], [4.4974, 3.8235, -5.4748], [3.1996, 2.4953, -7.1097], [1.2300, 1.2249, -6.3790], [-1.0222, 2.8188, -5.2778], [-2.8591, 2.5504, -6.9083], [-3.7321, 0.2898, -7.4294], [-2.7510, -1.6866, -6.3015], [-0.9201, -1.4015, -4.6751], [3.7980, -1.3713, -4.7640], [3.1185, -2.3822, -2.8168], [1.4287, -3.6115, -3.8101], [4.7233, -4.0220, -2.8523], [-2.1486, 1.2555, 5.0593], [-1.4585, 0.3436, 4.0376], [-2.1252, -1.0345, 4.0908], [-0.0095, 0.1248, 4.4894], [-1.4884, 1.0850, 2.2423], [-0.8934, 2.9221, 2.1780], [-1.9969, 3.9099, 2.5749], [0.3117, 3.1680, 3.0917], [-0.4189, 3.2377, 0.7511], [-3.1912, 0.7894, 1.3614], [-3.2602, -0.6670, 0.8791], [-3.3525, 1.6531, 0.1043], [-4.3830, 1.0826, 2.2807], [-2.1433, 0.7663, 6.0413], [-3.1875, 1.4654, 4.8032], [-1.6308, 2.2086, 5.1700], [-1.9781, -1.4556, 5.0923], [-1.6742, -1.7223, 3.3747], [-3.1998, -1.0025, 3.9088], [-0.0104, -0.3050, 5.4992], [0.5883, 1.0295, 4.5169], [0.5153, -0.5574, 3.8244], [-2.3437, 3.7531, 3.5986], [-2.8636, 3.8628, 1.9163], [-1.5991, 4.9287, 2.5148], [0.0613, 3.0881, 4.1509], [0.6767, 4.1849, 2.9171], [1.1393, 2.4905, 2.8828], [-1.1527, 3.0743, -0.0329], [0.4579, 2.6371, 0.4972], [-0.1034, 4.2851, 0.7018], [-2.4919, -0.8563, 0.1290], [-4.2315, -0.8393, 0.4014], [-3.1493, -1.3974, 1.6782], [-2.5551, 1.4850, -0.6165], [-3.4043, 2.7178, 0.3293], [-4.2980, 1.3774, -0.3766], [-4.4233, 0.4335, 3.1566], [-5.3117, 0.9295, 1.7181], [-4.3805, 2.1166, 2.6299], [3.2892, 0.0378, 2.4464], [3.8946, 1.6888, 1.8719], [4.2701, 2.7190, 1.5078]], "forces_ev_per_a": [[1.106, -0.539, 0.969], [-0.046, 0.048, 0.034], [-0.045, 0.037, 0.029], [0.030, 0.000, 0.018], [-0.092, -0.056, -0.082], [-0.039, -0.043, 0.096], [-0.058, 0.016, -0.058], [0.134, -0.016, -0.074], [-0.006, 0.085, -0.077], [0.085, -0.065, 0.099], [-0.017, -0.014, -0.023], [0.042, 0.048, -0.017], [-0.026, 0.021, 0.018], [-0.020, 0.007, -0.039], [0.003, -0.020, 0.026], [0.028, 0.032, 0.004], [0.017, 0.007, -0.020], [-0.012, -0.005, -0.057], [-0.005, -0.009, 0.034], [-0.005, -0.009, -0.006], [0.009, -0.022, 0.018], [-0.019, -0.015, 0.017], [-0.183, -0.096, 0.026], [-0.193, 0.116, -0.064], [-0.077, 0.201, -0.333], [-0.065, 0.231, -0.060], [-0.763, 0.069, -0.134], [0.053, 0.037, 0.037], [-0.078, -0.028, 0.033], [0.037, 0.023, -0.022], [0.045, 0.046, 0.038], [-0.002, -0.012, -0.022], [0.015, -0.028, -0.001], [0.079, -0.098, 0.012], [-0.020, 0.027, -0.010], [-0.027, 0.045, -0.038], [-0.077, -0.009, -0.061], [-0.032, -0.044, -0.024], [0.045, 0.021, -0.019], [0.130, 0.098, 0.007], [-0.010, -0.004, -0.024], [0.021, 0.019, 0.024], [0.029, 0.020, -0.008], [0.018, 0.000, -0.055], [-0.024, -0.015, -0.025], [0.008, 0.025, 0.017], [-0.013, -0.001, -0.008], [0.012, -0.003, 0.006], [-0.013, -0.010, -0.013], [0.013, -0.030, 0.027], [-0.038, 0.039, -0.035], [0.060, -0.150, -0.091], [0.018, 0.038, 0.016], [0.059, -0.092, 0.012], [-0.014, 0.042, 0.020], [0.013, 0.043, -0.009], [-0.065, -0.031, -0.001], [0.019, 0.003, -0.005], [0.016, 0.009, -0.024], [0.010, -0.090, -0.053], [-0.068, 0.001, 0.005], [-0.021, -0.001, 0.080], [0.039, -0.032, -0.034], [0.059, 0.037, 0.004], [-0.004, -0.018, 0.002], [-0.001, 0.064, 0.045], [-0.024, -0.042, 0.071], [0.007, -0.017, 0.053], [-0.053, 0.004, -0.028], [0.011, 0.018, -0.013], [-0.007, -0.024, 0.064], [0.028, -0.034, -0.046], [0.007, 0.008, -0.024], [0.003, -0.040, 0.040], [0.000, 0.094, 0.011], [0.034, -0.042, -0.063], [-0.003, -0.015, 0.035], [-0.007, -0.016, -0.020], [0.022, 0.074, 0.001], [-0.016, 0.006, 0.020], [0.026, 0.056, 0.002], [0.056, -0.072, -0.033], [-0.053, -0.019, -0.004], [0.026, 0.000, 0.021], [0.010, 0.055, -0.002], [0.042, -0.003, -0.039], [-0.049, -0.012, -0.023], [0.012, -0.027, 0.059], [0.057, -0.019, -0.049], [-0.001, 0.036, 0.004], [-0.057, -0.003, -0.039], [0.016, 0.004, -0.012], [-0.047, -0.008, -0.020], [0.004, 0.055, 0.017], [0.041, 0.430, -0.292], [-0.296, -0.888, 0.315], [0.137, 0.492, -0.156]]}


no.,maximum force (Eh/bohr)
1,0.0617
2,0.0305